(1)
Below is a cluster of 8 separate species, C24H28Cl8N4 in total, with properties calculated with ωB97M-V/def2-TZVPD.

Summary:
Maximum force in eV/A: 0.92
Energy above the lowest of the compared OMol25 structures with the same formula, charge and spin in kcal/mol: 0.0
HOMO in eV: -9.3
SMILES: c1ccncc1.c1ccncc1.c1ccncc1.c1ccncc1.ClCCl.ClCCl.ClCCl.ClCCl
LUMO level in eV: 0.3809
Orbital gap in eV: 9.710

Atoms and positions in Å:
N -1.648 1.087 11.450
C -1.931 1.461 10.213
C -2.452 0.590 9.267
C -2.741 -0.709 9.643
C -2.443 -1.106 10.937
C -1.878 -0.175 11.797
H -1.751 2.495 9.936
H -2.626 0.909 8.247
H -3.182 -1.397 8.934
H -2.609 -2.126 11.258
H -1.528 -0.450 12.788
N 2.384 -1.043 14.716
C 1.764 -0.207 13.889
C 1.953 -0.218 12.519
C 2.833 -1.143 11.965
C 3.511 -1.985 12.825
C 3.257 -1.892 14.188
H 1.039 0.497 14.286
H 1.416 0.466 11.874
H 2.955 -1.208 10.892
H 4.212 -2.728 12.467
H 3.773 -2.540 14.888
N -0.204 4.930 15.292
C -1.096 4.312 16.065
C -1.716 3.130 15.717
C -1.424 2.558 14.490
C -0.525 3.215 13.664
C 0.066 4.386 14.117
H -1.320 4.824 16.995
H -2.382 2.609 16.393
H -1.881 1.632 14.170
H -0.287 2.820 12.686
H 0.822 4.889 13.522
N -2.180 2.033 23.661
C -2.726 1.627 22.518
C -2.113 0.754 21.637
C -0.829 0.321 21.942
C -0.249 0.728 23.127
C -0.959 1.581 23.945
H -3.732 1.992 22.333
H -2.576 0.491 20.698
H -0.282 -0.320 21.260
H 0.732 0.387 23.431
H -0.533 1.925 24.882
C -4.533 -3.330 19.647
Cl -2.863 -2.858 20.036
Cl -4.663 -4.041 18.062
H -4.845 -4.027 20.416
H -5.124 -2.424 19.726
C 2.625 -1.287 18.138
Cl 3.747 -1.745 19.432
Cl 1.088 -2.156 18.255
H 2.420 -0.229 18.237
H 3.070 -1.517 17.180
C -6.147 0.902 17.650
Cl -5.110 0.296 16.353
Cl -5.553 0.430 19.244
H -6.198 1.983 17.594
H -7.134 0.478 17.505
C -1.964 -1.186 17.129
Cl -0.998 -0.856 15.697
Cl -1.923 0.222 18.196
H -2.992 -1.304 16.811
H -1.611 -2.057 17.662

Computed Löwdin charges, given in elementary charges: number 1, N, carries 0.06; number 2, C, carries -0.15; number 3, C, carries -0.07; number 4, C, carries -0.08; number 5, C, carries -0.06; number 6, C, carries -0.15; number 7, H, carries 0.11; number 8, H, carries 0.10; number 9, H, carries 0.11; number 10, H, carries 0.10; number 11, H, carries 0.07; number 12, N, carries 0.06; number 13, C, carries -0.18; number 14, C, carries -0.07; number 15, C, carries -0.07; number 16, C, carries -0.07; number 17, C, carries -0.15; number 18, H, carries 0.07; number 19, H, carries 0.10; number 20, H, carries 0.11; number 21, H, carries 0.10; number 22, H, carries 0.10; number 23, N, carries 0.05; number 24, C, carries -0.16; number 25, C, carries -0.08; number 26, C, carries -0.10; number 27, C, carries -0.08; number 28, C, carries -0.16; number 29, H, carries 0.10; number 30, H, carries 0.07; number 31, H, carries 0.07; number 32, H, carries 0.07; number 33, H, carries 0.10; number 34, N, carries 0.05; number 35, C, carries -0.16; number 36, C, carries -0.10; number 37, C, carries -0.08; number 38, C, carries -0.08; number 39, C, carries -0.16; number 40, H, carries 0.10; number 41, H, carries 0.02; number 42, H, carries 0.10; number 43, H, carries 0.10; number 44, H, carries 0.10; number 45, C, carries -1.02; number 46, Cl, carries 0.53; number 47, Cl, carries 0.54; number 48, H, carries 0.03; number 49, H, carries -0.02; number 50, C, carries -1.01; number 51, Cl, carries 0.50; number 52, Cl, carries 0.52; number 53, H, carries 0.03; number 54, H, carries -0.01; number 55, C, carries -0.99; number 56, Cl, carries 0.54; number 57, Cl, carries 0.53; number 58, H, carries 0.03; number 59, H, carries 0.03; number 60, C, carries -1.05; number 61, Cl, carries 0.57; number 62, Cl, carries 0.53; number 63, H, carries -0.04; number 64, H, carries -0.05



(2)
Below is a structure of composition C24H28EuN6S4, with properties calculated with ωB97M-V/def2-TZVPD.

Summary:
Maximum force in eV/A: 1.26
Energy above the lowest of the compared OMol25 structures with the same formula, charge and spin in kcal/mol: 19.4
HOMO (spin up / spin down) in eV: -5.6 / -6.0
2S+1: 8
LUMO level (spin up / spin down) in eV: 0.2535 / 0.2503
Orbital gap (spin up / spin down) in eV: 5.834 / 6.212

Atoms and positions in Å:
Eu 0.145 -0.277 0.097
C -0.708 1.881 -2.262
C 0.720 2.390 -2.002
C 1.832 1.394 -2.243
C 3.092 1.841 -2.626
C 4.152 0.951 -2.663
C 3.899 -0.382 -2.382
C 2.604 -0.760 -2.072
N 1.586 0.107 -1.959
N -1.450 1.467 -1.049
C -2.692 0.809 -1.485
C -2.472 -0.514 -2.179
C -3.397 -0.950 -3.121
C -3.218 -2.189 -3.714
C -2.115 -2.943 -3.344
C -1.242 -2.436 -2.396
N -1.417 -1.248 -1.809
C -1.814 2.639 -0.228
C -0.769 3.033 0.788
C -0.461 4.366 1.017
C 0.463 4.682 2.006
C 1.034 3.655 2.732
C 0.658 2.349 2.451
N -0.236 2.029 1.500
H -0.664 1.021 -2.940
H -1.279 2.671 -2.771
H 0.822 2.702 -0.954
H 0.904 3.271 -2.619
H 3.251 2.883 -2.852
H 5.151 1.297 -2.877
H 4.686 -1.118 -2.370
H 2.367 -1.803 -1.880
H -3.268 1.470 -2.153
H -3.310 0.618 -0.600
H -4.240 -0.329 -3.378
H -3.928 -2.545 -4.445
H -1.937 -3.912 -3.779
H -0.377 -3.007 -2.071
H -2.717 2.383 0.338
H -2.058 3.499 -0.867
H -0.934 5.144 0.441
H 0.726 5.709 2.198
H 1.757 3.854 3.504
H 1.076 1.536 3.034
S 1.064 -2.837 0.231
S 1.952 -2.068 1.923
S 3.454 -0.796 1.312
S 2.551 0.984 0.867
C -1.898 -0.446 5.615
C -1.821 -0.979 4.232
C -2.309 -2.133 3.652
C -1.980 -2.056 2.293
N -1.328 -0.914 2.040
N -1.243 -0.281 3.236
C -2.285 -3.055 1.236
H -2.468 -1.115 6.254
H -2.389 0.528 5.607
H -0.904 -0.321 6.043
H -2.828 -2.934 4.135
H -0.793 0.621 3.309
H -2.882 -3.860 1.653
H -1.362 -3.479 0.835
H -2.834 -2.600 0.410

Computed Löwdin charges, given in elementary charges: number 1, Eu, carries 1.15; number 2, C, carries -0.17; number 3, C, carries -0.11; number 4, C, carries -0.35; number 5, C, carries -0.04; number 6, C, carries -0.06; number 7, C, carries -0.06; number 8, C, carries -0.19; number 9, N, carries -0.04; number 10, N, carries -0.24; number 11, C, carries -0.15; number 12, C, carries -0.28; number 13, C, carries -0.02; number 14, C, carries -0.05; number 15, C, carries -0.05; number 16, C, carries -0.13; number 17, N, carries 0.03; number 18, C, carries -0.13; number 19, C, carries -0.30; number 20, C, carries -0.03; number 21, C, carries -0.05; number 22, C, carries -0.06; number 23, C, carries -0.27; number 24, N, carries -0.01; number 25, H, carries 0.12; number 26, H, carries 0.12; number 27, H, carries 0.09; number 28, H, carries 0.12; number 29, H, carries 0.11; number 30, H, carries 0.11; number 31, H, carries 0.11; number 32, H, carries 0.05; number 33, H, carries 0.13; number 34, H, carries 0.13; number 35, H, carries 0.11; number 36, H, carries 0.11; number 37, H, carries 0.11; number 38, H, carries 0.07; number 39, H, carries 0.13; number 40, H, carries 0.13; number 41, H, carries 0.11; number 42, H, carries 0.11; number 43, H, carries 0.11; number 44, H, carries 0.07; number 45, S, carries -0.12; number 46, S, carries -0.17; number 47, S, carries -0.13; number 48, S, carries -0.01; number 49, C, carries -0.02; number 50, C, carries -0.30; number 51, C, carries 0.01; number 52, C, carries -0.35; number 53, N, carries -0.05; number 54, N, carries 0.04; number 55, C, carries -0.06; number 56, H, carries 0.08; number 57, H, carries 0.08; number 58, H, carries 0.08; number 59, H, carries 0.11; number 60, H, carries 0.11; number 61, H, carries 0.08; number 62, H, carries 0.00; number 63, H, carries 0.07



(3)
Below is a structure of composition C24H28F10N9O4V, with properties calculated with ωB97M-V/def2-TZVPD.

Summary:
Maximum force in eV/A: 0.76
Energy above the lowest of the compared OMol25 structures with the same formula, charge and spin in kcal/mol: 23.7
HOMO (spin up / spin down) in eV: -4.3 / -4.3
Total charge: -1
2S+1: 2
LUMO level (spin up / spin down) in eV: 2.4384 / 2.4403
Orbital gap (spin up / spin down) in eV: 6.748 / 6.762

Atoms and positions in Å:
V 0.592 0.408 0.117
C 0.002 -1.832 2.550
N -0.686 -0.692 1.944
C -0.575 0.459 2.855
C -1.106 1.711 2.195
N -0.427 1.875 0.920
C -0.737 2.986 0.165
C -1.739 3.876 0.383
F -2.582 3.808 1.447
C -2.096 4.948 -0.518
F -3.169 5.671 -0.184
C -1.423 5.209 -1.635
F -1.797 6.160 -2.504
C -0.214 4.428 -1.915
F 0.112 4.468 -3.228
C 0.121 3.278 -1.041
F 1.530 2.364 -2.747
C -2.110 -1.024 1.740
C -2.390 -1.864 0.502
N -2.011 -1.224 -0.729
C -2.818 -0.340 -1.324
C -3.985 0.304 -0.852
F -4.453 0.047 0.399
C -4.699 1.236 -1.585
F -5.781 1.811 -1.038
C -4.317 1.593 -2.860
F -5.011 2.499 -3.576
C -3.197 0.967 -3.386
F -2.816 1.245 -4.653
C -2.496 0.046 -2.652
F -1.468 -0.582 -3.258
H -0.416 -2.046 3.544
H 1.062 -1.602 2.624
H -0.131 -2.722 1.933
H 0.486 0.577 3.080
H -1.110 0.264 3.796
H -0.926 2.564 2.858
H -2.187 1.648 2.070
H -2.663 -0.099 1.635
H -2.491 -1.530 2.643
H -3.447 -2.157 0.545
H -1.825 -2.803 0.567
N 0.653 -1.516 -0.858
C 1.386 -1.677 -2.120
C 1.403 -3.138 -2.579
C 2.306 -3.468 -3.773
C 2.243 -2.536 -4.994
N 0.935 -2.016 -5.343
C 0.668 -0.671 -5.355
N 1.483 0.169 -4.825
N -0.515 -0.333 -5.991
C 2.819 -1.172 -1.969
O 3.263 -0.310 -2.863
O 3.537 -1.593 -1.087
H 0.852 -2.276 -0.214
H -0.401 -1.500 -1.029
H 0.857 -1.085 -2.859
H 0.366 -3.403 -2.798
H 1.728 -3.762 -1.741
H 2.091 -4.497 -4.074
H 3.349 -3.463 -3.443
H 2.667 -3.059 -5.857
H 2.876 -1.672 -4.824
H 0.309 -2.607 -5.860
H 2.559 -0.063 -3.548
H 1.123 1.117 -4.836
H -1.232 -1.040 -5.917
H -0.884 0.553 -5.675
N 2.086 -0.156 1.203
N 1.879 1.723 -0.520
C 0.939 2.079 -1.524
O 0.848 4.534 -1.030
O 0.109 1.000 -1.640
H 2.696 0.623 1.433
H 2.684 -0.851 0.763
H 2.719 1.324 -0.929

Computed Löwdin charges, given in elementary charges: number 1, V, carries 1.00; number 2, C, carries -0.10; number 3, N, carries -0.25; number 4, C, carries -0.20; number 5, C, carries -0.21; number 6, N, carries -0.06; number 7, C, carries -0.11; number 8, C, carries -0.13; number 9, F, carries 0.05; number 10, C, carries -0.14; number 11, F, carries 0.11; number 12, C, carries -0.11; number 13, F, carries 0.10; number 14, C, carries -0.37; number 15, F, carries 0.12; number 16, C, carries -0.14; number 17, F, carries 0.06; number 18, C, carries -0.18; number 19, C, carries -0.24; number 20, N, carries -0.02; number 21, C, carries -0.20; number 22, C, carries -0.13; number 23, F, carries 0.05; number 24, C, carries -0.16; number 25, F, carries 0.10; number 26, C, carries -0.17; number 27, F, carries 0.08; number 28, C, carries -0.15; number 29, F, carries 0.08; number 30, C, carries -0.16; number 31, F, carries 0.07; number 32, H, carries 0.09; number 33, H, carries 0.06; number 34, H, carries 0.08; number 35, H, carries 0.11; number 36, H, carries 0.13; number 37, H, carries 0.13; number 38, H, carries 0.10; number 39, H, carries 0.09; number 40, H, carries 0.13; number 41, H, carries 0.11; number 42, H, carries 0.10; number 43, N, carries 0.01; number 44, C, carries -0.28; number 45, C, carries -0.14; number 46, C, carries -0.16; number 47, C, carries -0.18; number 48, N, carries 0.05; number 49, C, carries -0.53; number 50, N, carries 0.12; number 51, N, carries 0.14; number 52, C, carries -0.53; number 53, O, carries 0.09; number 54, O, carries 0.07; number 55, H, carries 0.10; number 56, H, carries 0.05; number 57, H, carries 0.10; number 58, H, carries 0.12; number 59, H, carries 0.12; number 60, H, carries 0.10; number 61, H, carries 0.11; number 62, H, carries 0.12; number 63, H, carries 0.10; number 64, H, carries 0.13; number 65, H, carries 0.05; number 66, H, carries 0.07; number 67, H, carries 0.09; number 68, H, carries 0.08; number 69, N, carries -0.13; number 70, N, carries 0.02; number 71, C, carries -0.67; number 72, O, carries 0.15; number 73, O, carries -0.15; number 74, H, carries 0.01; number 75, H, carries -0.01; number 76, H, carries 0.07